1) C5H13NO3S | the ωB97M-V functional and the def2-TZVPD basis

Cartesian coordinates (Å):
O (1.228, -2.146, 2.719)
O (-0.158, -2.655, 0.918)
O (1.828, -1.241, 0.456)
S (1.283, -2.555, 1.340)
C (1.611, 0.049, 0.885)
C (-2.005, 0.152, -0.207)
C (-0.224, 1.863, -0.999)
C (-0.001, -0.435, -1.469)
C (0.109, 0.301, 0.836)
N (-0.568, 0.504, -0.469)
H (2.188, 0.802, 0.327)
H (1.936, 0.119, 1.880)
H (-2.637, 0.326, -0.993)
H (-2.126, -0.962, 0.150)
H (-2.266, 0.870, 0.563)
H (-0.062, 2.601, -0.203)
H (-0.811, 2.235, -1.800)
H (0.746, 1.723, -1.518)
H (-0.122, -1.485, -1.238)
H (-0.548, -0.344, -2.425)
H (1.111, -0.409, -1.535)
H (-0.041, 1.176, 1.464)
H (-0.471, -0.489, 1.318)

**LUMO energy**: 0.03 eV
**Highest occupied orbital energy**: -7.647 eV



2) C5H13NO3S | the ωB97M-V functional and the def2-TZVPD basis

Cartesian coordinates (Å):
C (-1.957, 0.834, 1.143)
C (-0.642, 2.090, -0.615)
C (-1.517, -1.490, -0.722)
C (2.967, -1.339, 0.686)
C (-1.203, 0.792, -0.155)
N (-1.193, -0.184, -1.049)
O (1.338, -0.532, -1.238)
O (2.699, 1.193, -0.061)
O (0.738, 0.087, 1.018)
S (1.904, 0.000, 0.144)
H (-1.365, 0.889, 2.086)
H (-2.843, 1.574, 1.047)
H (-2.318, -0.163, 1.357)
H (0.442, 2.074, -0.260)
H (-0.574, 2.134, -1.760)
H (-1.272, 2.860, -0.183)
H (-1.514, -1.744, 0.342)
H (-2.535, -1.790, -1.139)
H (-0.843, -2.137, -1.267)
H (3.578, -1.216, 1.451)
H (2.350, -2.232, 0.722)
H (3.463, -1.381, -0.290)
H (0.295, -0.318, -1.258)

**LUMO energy**: 0.66 eV
**Highest occupied orbital energy**: -9.952 eV



Q: Which of them is the least stable? A: 1).



1) C18H25N4OS5Ti | the ωB97M-V functional and the def2-TZVPD basis

Cartesian coordinates (Å):
Ti (-0.236, -0.154, -0.226)
C (-2.068, 2.617, 1.824)
C (-2.246, 1.288, 2.516)
S (-2.299, -0.112, 1.325)
C (-2.338, -1.627, 2.288)
C (-2.635, -2.787, 1.342)
S (-1.808, -2.547, -0.304)
C (-3.278, -1.959, -1.170)
C (-2.804, -1.207, -2.396)
S (-1.856, 0.292, -2.187)
C (-2.968, 1.593, -1.550)
C (-2.285, 2.828, -1.142)
S (-1.062, 2.582, 0.266)
H (-1.645, 3.394, 2.399)
H (-3.049, 2.963, 1.507)
H (-3.180, 1.242, 3.053)
H (-1.450, 1.192, 3.292)
H (-3.081, -1.537, 3.091)
H (-1.318, -1.718, 2.681)
H (-3.669, -2.870, 1.145)
H (-2.302, -3.741, 1.737)
H (-3.889, -1.354, -0.537)
H (-3.917, -2.713, -1.563)
H (-3.548, -1.013, -3.167)
H (-2.163, -1.919, -3.020)
H (-3.455, 1.232, -0.654)
H (-3.767, 1.883, -2.304)
H (-3.061, 3.520, -0.880)
H (-1.675, 3.329, -1.922)
C (2.806, -2.914, 2.560)
N (3.214, -1.937, 1.570)
C (4.326, -2.054, 0.779)
C (4.340, -1.033, -0.094)
N (3.191, -0.303, 0.190)
C (2.520, -0.852, 1.181)
S (1.029, -0.346, 1.916)
C (2.962, 0.945, -0.507)
C (4.020, 1.747, -0.864)
C (3.825, 2.830, -1.693)
C (2.567, 3.057, -2.077)
C (1.545, 2.293, -1.634)
N (1.698, 1.274, -0.835)
H (3.419, -2.588, 3.454)
H (3.044, -3.962, 2.267)
H (1.720, -2.805, 2.745)
H (5.037, -2.867, 0.861)
H (5.003, -0.804, -0.982)
H (5.006, 1.457, -0.608)
H (4.706, 3.464, -1.917)
H (2.332, 3.855, -2.724)
H (0.474, 2.495, -1.923)
O (2.275, -1.011, -3.130)
C (1.429, -1.250, -2.382)
N (0.564, -1.388, -1.600)

**LUMO energy (spin up / spin down)**: -6.19 / -5.83 eV
**Net charge**: +2
**<S²>**: 0.754
**Highest occupied orbital energy (spin up / spin down)**: -14.162 / -14.491 eV
**2S+1**: 2



2) C18H25N4OS5Ti | the ωB97M-V functional and the def2-TZVPD basis

Cartesian coordinates (Å):
Ti (-0.252, -0.739, -0.022)
C (1.361, -0.145, 3.131)
C (0.984, -1.574, 2.841)
S (1.599, -1.938, 1.269)
C (1.338, -3.704, 0.998)
C (1.726, -3.806, -0.509)
S (0.769, -2.593, -1.552)
C (2.082, -1.897, -2.521)
C (2.938, -0.909, -1.726)
S (2.001, 0.525, -1.075)
C (3.028, 1.033, 0.315)
C (2.322, 1.856, 1.361)
S (0.753, 1.052, 1.858)
H (2.386, -0.072, 3.208)
H (0.944, 0.292, 4.069)
H (-0.041, -1.841, 3.042)
H (1.479, -2.255, 3.485)
H (0.307, -4.034, 1.070)
H (2.002, -4.369, 1.556)
H (1.563, -4.793, -0.931)
H (2.782, -3.543, -0.663)
H (1.652, -1.518, -3.404)
H (2.695, -2.687, -3.013)
H (3.831, -0.559, -2.304)
H (3.311, -1.514, -0.911)
H (3.976, 1.490, 0.072)
H (3.409, 0.042, 0.707)
H (2.004, 2.840, 0.987)
H (2.943, 2.010, 2.246)
C (-2.489, 2.778, 3.151)
N (-2.346, 2.906, 1.702)
C (-2.277, 4.023, 0.888)
C (-2.046, 3.623, -0.349)
N (-1.964, 2.233, -0.325)
C (-2.185, 1.793, 0.955)
S (-2.219, 0.144, 1.345)
C (-1.912, 1.470, -1.551)
C (-2.745, 1.887, -2.584)
C (-2.686, 1.236, -3.851)
C (-1.958, 0.101, -3.959)
C (-1.213, -0.319, -2.896)
N (-1.158, 0.386, -1.663)
H (-2.694, 3.764, 3.585)
H (-1.551, 2.377, 3.551)
H (-3.316, 2.041, 3.325)
H (-2.559, 4.983, 1.283)
H (-2.116, 4.122, -1.268)
H (-3.413, 2.728, -2.326)
H (-3.274, 1.591, -4.704)
H (-2.042, -0.510, -4.873)
H (-0.571, -1.207, -2.940)
O (-3.332, -3.597, -0.149)
C (-2.385, -2.961, -0.024)
N (-1.440, -2.238, 0.094)

**LUMO energy (spin up / spin down)**: -6.17 / -6.05 eV
**Net charge**: +2
**<S²>**: 0.754
**Highest occupied orbital energy (spin up / spin down)**: -13.917 / -14.154 eV
**2S+1**: 2



Q: Which of them is the least stable? A: 2).